Entry from OMol25: C8H11NO5V as an isolated structure in a non-equilibrium geometry (wB97M-V/def2-TZVPD).

Properties
Multiplicity: 4
Net charge: +2
F_max: 10.80 eV/A
LUMO (alpha / beta): -11.48 / -11.01 eV
Frontier orbital gap (alpha / beta): 5.0 / 5.5 eV

XYZ file:
```
26
Properties=species:S:1:pos:R:3:lowdin_spin:R:1
V -0.1059 0.0736 -2.8034 2.245
C -0.1510 1.9540 -2.9040 0.079
O -0.1791 3.1197 -2.9904 0.111
C -0.1632 -0.5832 -4.5662 0.095
O -0.1534 -1.0657 -5.6301 0.150
C -1.6533 -0.6030 -2.0069 0.090
O -2.6819 -0.9746 -1.5850 0.136
C 1.5159 -0.6927 -2.1149 0.046
O 2.5292 -1.1431 -1.7499 0.050
H 0.0314 -4.4455 -0.6680 0.000
H -0.0578 -4.7151 -1.3624 0.000
C -0.0174 0.8271 3.3452 0.000
N 0.4841 0.4513 2.0304 0.007
C 1.8215 -0.1017 1.9388 0.001
C -0.2003 0.6100 0.8718 -0.003
C -1.6074 1.1448 0.9055 0.000
O 0.3826 0.2889 -0.1925 -0.009
H 0.8073 0.7375 4.0612 0.000
H -0.8484 0.1809 3.6661 0.000
H -0.3716 1.8699 3.3213 0.000
H 1.7943 -1.1569 1.6311 0.000
H 2.4235 0.4524 1.2113 0.000
H 2.2833 -0.0329 2.9268 0.000
H -1.7553 1.7699 0.0155 0.001
H -2.3103 0.3044 0.8417 0.000
H -1.8167 1.7299 1.8070 0.000
```